ORCA calculation (ωB97M-V/def2-TZVPD) on a cluster of 8 separate species, C14H47BClN2O10 in total in a non-equilibrium geometry.

Output
**Energy**: -1907.82350 a.u.
**Total charge**: +1
**HOMO**: -9.80 eV
**2S+1**: 1
**Energy above the lowest of the compared OMol25 structures with the same formula, charge and spin**: 0.00 kJ/mol
**Frontier orbital gap**: 6.52 eV

Each line ends with the Löwdin charge.
Atoms and positions in Å:
O -7.475 3.905 14.626  0.20
H -7.420 3.058 15.154  0.14
H -8.371 4.396 14.890  0.11
H -7.265 3.759 13.682  0.16
O -5.870 1.317 10.721  0.21
H -5.754 2.301 10.676  0.18
H -6.897 1.202 10.547  0.05
H -5.413 0.963 9.917  0.19
O -10.655 -0.220 10.629  0.18
H -9.914 0.488 10.351  0.05
H -11.349 0.211 11.161  0.17
H -10.197 -0.944 11.172  0.13
Cl -7.779 -0.021 13.825  0.65
O -6.568 0.777 13.972  -0.38
O -8.882 0.792 14.306  -0.37
O -8.018 -0.352 12.432  -0.37
O -7.613 -1.250 14.535  -0.31
B -8.570 1.477 9.689  -0.37
H -9.562 1.365 9.001  0.02
H -7.746 2.179 9.122  0.00
H -8.789 1.847 10.838  0.01
H -8.062 0.351 9.744  0.01
C -11.049 -3.366 12.766  -0.11
O -10.571 -2.052 12.514  -0.14
H -11.537 -3.773 11.883  0.09
H -10.295 -4.038 13.182  0.09
H -11.859 -3.403 13.519  0.09
H -9.985 -1.738 13.214  0.07
C -11.100 4.728 17.800  -0.05
C -9.825 4.347 17.077  -0.38
C -9.516 2.849 17.200  -0.21
O -8.150 2.657 17.151  -0.19
C -7.780 1.369 17.501  -0.10
N -9.757 4.824 15.660  0.05
H -11.976 4.568 17.162  0.09
H -11.120 5.806 17.987  0.09
H -11.160 4.240 18.766  0.09
H -9.012 4.867 17.593  0.15
H -9.988 2.314 16.362  0.13
H -9.936 2.436 18.117  0.13
H -7.571 1.289 18.577  0.11
H -6.773 1.113 17.143  0.07
H -8.457 0.594 17.149  0.10
H -9.894 5.839 15.723  0.11
H -10.635 4.523 15.222  0.11
C -3.227 -0.020 13.764  -0.05
C -2.523 -0.377 15.078  -0.51
C -1.378 0.657 15.223  -0.14
C -0.739 0.724 16.591  -0.18
C -1.801 0.844 17.682  -0.13
C -3.053 -0.065 17.551  -0.54
N -3.444 -0.225 16.181  -0.11
O -4.511 -1.135 16.063  -0.01
C -2.748 -1.365 18.233  -0.04
C -4.132 0.718 18.296  -0.05
C -1.920 -1.803 15.000  -0.01
H -3.677 0.979 13.835  0.07
H -4.059 -0.691 13.537  0.08
H -2.504 0.055 12.951  0.08
H -0.677 0.476 14.413  0.12
H -1.906 1.619 15.123  0.12
H -0.117 1.615 16.669  0.11
H -0.152 -0.167 16.822  0.11
H -1.974 1.866 18.015  0.11
H -1.311 0.410 18.564  0.11
H -2.914 -1.396 19.317  0.09
H -3.450 -2.143 17.904  0.09
H -1.749 -1.760 18.041  0.09
H -4.988 0.027 18.433  0.08
H -3.847 0.981 19.311  0.09
H -4.515 1.554 17.716  0.08
H -1.027 -1.993 15.581  0.07
H -1.758 -2.087 13.952  0.08
H -2.747 -2.477 15.256  0.08
H -5.263 -0.541 15.943  0.08